Record 1
Density functional theory data (ωB97M-V/def2-TZVPD) for a structure of composition C49H41BrClN5O3SSrTe in a non-equilibrium geometry.

Each line ends with the Löwdin charge.
Atoms and positions in Å:
1 C -3.248 2.818 3.551  -0.1341
2 O -0.554 -1.072 -3.578  0.0060
3 Br -2.145 -4.147 -2.891  0.8247
4 H 5.127 5.566 2.747  0.0765
5 H -0.763 3.881 0.299  0.0587
6 C -2.342 2.101 4.321  -0.6856
7 C -0.598 -0.096 -2.835  -0.6545
8 C 1.374 -4.357 -0.901  -0.1179
9 C -0.745 -0.045 1.658  -0.4794
10 C 1.635 2.571 -4.205  -0.0840
11 C 1.350 4.007 0.891  -0.2909
12 C 2.159 -5.078 -1.775  -0.2594
13 H 1.685 5.793 2.016  0.1112
14 H 1.314 -0.521 -1.728  -0.0286
15 C -4.515 -2.319 1.565  -0.1512
16 C 2.112 -1.261 -1.814  -0.0921
17 H -5.961 1.666 -0.792  0.1115
18 H 3.417 -6.786 -1.427  0.0798
19 H -2.927 -5.068 2.763  0.0944
20 C 2.159 4.976 1.481  -0.0216
21 H -4.765 1.706 -2.987  0.0973
22 Te 0.221 1.197 -0.239  1.8902
23 H -0.545 4.583 -2.586  0.1050
24 H 4.952 6.537 1.291  0.0774
25 N -2.837 -3.116 0.038  0.0886
26 C 1.738 -5.273 -3.090  -0.0278
27 H -0.800 0.603 4.339  0.1169
28 N -0.760 -0.170 -1.491  -0.3523
29 H -6.470 0.469 1.317  0.1075
30 C 4.005 -1.698 1.585  -0.0635
31 C 1.984 2.967 0.200  -0.1416
32 H -1.827 -4.811 0.546  0.0939
33 C -3.822 -2.255 0.347  -0.1687
34 H 0.150 -0.370 2.245  0.1013
35 O -1.450 -1.058 1.218  -0.3049
36 C 3.416 -0.663 2.281  -0.0522
37 C 4.397 5.989 2.055  -0.0580
38 C -0.278 1.297 -3.424  -0.1691
39 C 1.105 3.727 -3.655  -0.0939
40 N -3.575 -1.204 -1.806  0.1346
41 C 2.354 0.046 1.714  -0.1380
42 H -3.306 -0.228 -3.575  0.1060
43 H 2.917 -0.851 -2.422  0.1007
44 C 3.548 4.913 1.432  -0.2748
45 H -0.361 3.324 1.946  0.0791
46 H -4.675 -3.404 3.421  0.1125
47 H 1.708 -2.163 -2.307  0.0789
48 C 0.953 1.366 -4.071  -0.0469
49 C 2.598 -1.311 -0.330  -0.3747
50 S 0.043 -4.240 4.308  0.4032
51 H 3.590 -5.507 -0.226  0.0770
52 C -0.816 2.482 -2.902  -0.1022
53 C -2.593 -4.110 0.858  -0.1626
54 C 3.605 -2.022 0.286  -0.0467
55 C -2.426 1.730 1.526  -0.4405
56 Cl -2.251 2.392 6.048  0.5882
57 C 4.132 3.843 0.776  -0.0243
58 H 3.794 -0.384 3.256  0.1112
59 C -1.632 0.891 2.385  -0.1693
60 C 0.476 -4.887 -3.450  -0.1098
61 H 4.150 -2.762 -0.291  0.1146
62 C -5.293 0.864 -1.086  -0.0289
63 H 4.873 2.200 -1.226  0.0819
64 H -3.892 3.544 4.031  0.0938
65 H 0.048 -5.117 -4.414  0.0954
66 H 5.215 3.762 0.733  0.1194
67 C -5.072 -0.204 -0.204  -0.1542
68 N 0.241 -3.432 1.621  -0.0581
69 C -0.135 4.063 1.171  -0.0714
70 C -4.646 0.884 -2.292  -0.0614
71 C 1.954 -0.272 0.430  -0.4636
72 C 3.443 -5.704 -1.287  -0.0512
73 H 4.833 -2.235 2.031  0.1062
74 H 4.310 -5.326 -1.835  0.0780
75 H 1.623 -4.134 0.127  0.0763
76 H -3.922 3.277 1.567  0.1056
77 C 4.060 1.775 -0.635  -0.0404
78 H 1.649 4.662 -3.705  0.0988
79 H 3.362 1.308 -1.329  0.0581
80 N 0.135 -3.900 -1.289  -0.0422
81 H 2.600 2.592 -4.697  0.0981
82 C 0.161 -3.752 2.744  -0.9801
83 C 3.362 2.859 0.153  -0.2887
84 C -0.300 -4.244 -2.482  -0.7253
85 H 3.785 6.706 2.603  0.0699
86 H 1.965 0.959 2.155  0.1150
87 C -5.500 -1.327 1.893  -0.0292
88 H 4.466 0.999 0.017  0.0790
89 C -3.224 -4.265 2.103  -0.0511
90 C -0.131 3.680 -3.020  -0.0944
91 C -4.152 -1.194 -0.591  -0.1456
92 C -3.282 2.651 2.179  -0.0276
93 C -1.518 1.152 3.739  -0.0670
94 H 2.384 -5.786 -3.793  0.1196
95 H -6.021 -1.415 2.839  0.1080
96 H -0.422 5.030 1.586  0.0830
97 O -2.216 1.745 0.256  -0.2222
98 C -4.179 -3.352 2.458  -0.0132
99 C -3.812 -0.197 -2.613  -0.1478
100 Sr 0.190 -1.635 -0.117  1.3675
101 C -5.749 -0.299 1.060  -0.0346
102 H -1.765 2.436 -2.376  0.1046
103 H 1.392 0.440 -4.423  0.1138

Values from the calculation:
- E_tot (eV) = -166598.7928
- HOMO-LUMO gap (spin up / spin down) (eV) = 6.49 / 5.70
- energy relative to the best compared isomer or geometry (same formula, charge and spin) (kJ/mol) = 845.0
- multiplicity = 2
- highest occupied orbital energy (spin up / spin down) (Ha) = -0.16570 / -0.16784
- total charge = -1


Record 2
Density functional theory data (ωB97M-V/def2-TZVPD) for a structure of composition C49H41F3N4OP2S2Tc in a non-equilibrium geometry.

Each line ends with the Löwdin charge.
Atoms and positions in Å:
1 C 1.125 4.189 -3.316  -0.2263
2 C -3.232 -2.147 -1.882  -0.2116
3 C -7.112 -4.074 -2.391  -0.6155
4 C -3.590 3.207 4.352  -0.1685
5 H -3.551 -0.336 2.506  0.1090
6 C 5.852 -2.499 -0.015  -0.0551
7 H -0.796 5.399 -2.413  0.1574
8 C 0.360 -3.061 0.645  -0.2743
9 C 3.631 -2.736 0.983  -0.0703
10 H 0.404 -6.777 -2.812  0.0966
11 H -5.874 -2.531 -4.070  0.1208
12 C -3.967 -2.039 -3.130  0.0092
13 C 1.493 -0.124 2.529  -0.3444
14 H 3.411 -2.278 -2.391  0.1128
15 H 0.260 -2.882 3.788  0.0730
16 O -1.784 2.281 2.288  0.0370
17 C -3.788 -2.866 -0.836  -0.0458
18 H -5.479 1.072 1.086  0.1111
19 H -0.396 5.392 1.894  0.1113
20 C 2.334 4.236 -1.074  -0.1259
21 H 6.880 2.031 1.997  0.1014
22 H 3.134 3.898 -1.657  0.1220
23 C 4.989 -2.733 1.095  -0.0671
24 C 5.288 -2.264 -1.254  -0.1019
25 S -0.846 2.155 -0.731  0.6620
26 C 0.981 -3.887 -4.486  -0.0763
27 C -1.007 -0.838 -1.255  -0.2813
28 H -3.185 0.537 1.058  0.0829
29 H 0.634 -5.942 -5.139  0.1285
30 H 0.806 -4.052 0.922  0.1097
31 C -3.561 0.633 2.039  -0.0864
32 H -5.915 3.140 1.723  0.0857
33 H 6.400 0.620 -1.942  0.0941
34 C 0.905 4.176 -1.894  -0.4547
35 C 4.893 1.694 1.282  -0.0969
36 C 1.073 4.097 1.081  -0.1039
37 Tc 0.682 0.010 -0.446  0.9285
38 C -5.040 -3.451 -0.959  -0.0042
39 C 0.534 -5.714 -2.955  -0.0501
40 H -3.616 -1.449 -3.972  0.1150
41 H -1.457 5.904 -0.185  0.0915
42 C -5.771 -3.387 -2.170  -0.1048
43 H -5.692 2.887 4.076  0.0904
44 C 4.618 1.002 -0.939  -0.1084
45 N 1.364 4.168 -4.437  0.1960
46 C 1.977 1.348 2.461  -0.2286
47 F -7.823 -3.491 -3.324  0.1610
48 H 2.996 -2.752 1.889  0.1130
49 C 2.769 5.582 -0.577  -0.1582
50 C 0.934 -3.461 -2.076  -0.3525
51 H -4.269 3.263 1.478  0.1269
52 F -6.952 -5.382 -2.634  0.1536
53 H 2.730 1.557 3.238  0.0947
54 C -0.111 5.115 -1.536  -0.0460
55 H 5.896 -2.086 -2.128  0.1081
56 C 6.840 1.287 -0.036  -0.0822
57 C 5.997 0.902 -1.020  -0.1042
58 H 1.245 -1.962 -3.532  0.1041
59 H 4.023 0.843 -1.841  0.0567
60 C 3.090 -2.587 -0.307  -0.2984
61 C -5.224 -2.622 -3.197  -0.0308
62 C -2.654 1.613 2.786  -0.4913
63 C 0.694 -5.194 -4.281  -0.0919
64 C 0.722 -4.843 -1.865  -0.0652
65 H 1.144 -3.627 -5.503  0.0981
66 C 4.029 1.381 0.247  -0.3316
67 H 7.886 1.110 -0.116  0.1036
68 H 6.917 -2.394 0.141  0.1047
69 H 4.465 2.079 2.179  0.0753
70 C -0.564 5.353 -0.266  -0.0689
71 H -2.815 3.864 3.909  0.1171
72 C -5.017 2.855 2.186  -0.1925
73 C 6.290 1.773 1.138  -0.0473
74 H 1.620 4.075 2.071  0.1296
75 H 0.620 -5.205 -0.843  0.0930
76 C 0.085 5.043 0.987  -0.0638
77 N -3.105 1.847 4.096  0.0411
78 N 1.128 -0.831 1.406  -0.2050
79 C 1.154 -0.898 3.611  -0.0573
80 H 1.160 2.032 2.655  0.0589
81 H -3.822 1.135 4.257  0.1170
82 S 1.475 1.487 -2.273  0.5585
83 C -2.031 -1.365 -1.601  -0.1088
84 H -5.133 4.500 3.648  0.1151
85 C 1.071 -3.024 -3.364  -0.0980
86 P 1.279 -2.346 -0.676  0.9761
87 H -0.682 -3.206 0.366  0.0783
88 H -5.450 -3.928 -0.089  0.1122
89 H -5.618 0.787 2.785  0.1026
90 C 0.541 -2.046 1.776  -0.3558
91 H 5.413 -2.705 2.058  0.0906
92 C 0.634 2.816 -1.271  -1.1580
93 H 1.267 -0.623 4.631  0.0923
94 C 0.617 -2.146 3.161  -0.0407
95 N 3.270 6.607 -0.386  0.1648
96 F -7.920 -3.941 -1.320  0.1262
97 C -4.987 1.287 2.051  -0.1540
98 C -4.927 3.423 3.579  -0.1856
99 H -3.797 3.464 5.398  0.1124
100 H -3.245 -2.994 0.095  0.1110
101 C 1.607 3.309 -0.084  -0.4779
102 C 3.917 -2.376 -1.393  -0.1137
103 P 2.252 1.635 0.666  1.0389

Values from the calculation:
- E_tot (eV) = -110079.8311
- HOMO-LUMO gap (spin up / spin down) (eV) = 7.03 / 5.96
- energy relative to the best compared isomer or geometry (same formula, charge and spin) (kJ/mol) = 254.4
- multiplicity = 4
- highest occupied orbital energy (spin up / spin down) (Ha) = -0.27012 / -0.27447


Question: Which of these has the lowest multiplicity?
Answer: C49H41BrClN5O3SSrTe